A single C5H9Cl molecule at a distorted geometry, computed with ωB97M-V with the def2-TZVPD basis set.

Summary:
- Structure (SMILES): C/C=C(/Cl)CC
- Charge: 0
- Relative energy (zero: lowest compared OMol25 entry of this formula, charge and spin): 1.130 eV
- Frontier orbital gap: 9.95 eV
- LUMO: 1.02 eV

Geometry as XYZ:
```
15
Properties=species:S:1:pos:R:3:nbo_charge:R:1
C 2.49 -0.14 -0.10 -0.65
C 1.19 -0.86 -0.09 -0.21
C 0.06 -0.29 0.22 -0.02
Cl -1.41 -1.05 -0.07 0.00
C -0.23 1.08 0.67 -0.47
C -0.69 1.95 -0.43 -0.59
H 2.74 0.12 0.95 0.22
H 2.51 0.83 -0.64 0.22
H 3.26 -0.76 -0.53 0.22
H 1.19 -1.93 -0.31 0.22
H 0.67 1.62 1.00 0.22
H -1.04 1.00 1.33 0.23
H 0.19 1.81 -1.23 0.19
H -1.68 1.86 -0.92 0.22
H -0.74 2.97 -0.14 0.21
```

A single C2H6N4S molecule at a distorted geometry, computed with ωB97M-V with the def2-TZVPD basis set.

Summary:
- Charge: 0
- Relative energy (zero: lowest compared OMol25 entry of this formula, charge and spin): 5.285 eV
- Frontier orbital gap (spin up / spin down): 8.02 / 8.02 eV
- LUMO (spin up / spin down): -0.17 / -0.17 eV

Geometry as XYZ:
```
13
Properties=species:S:1:pos:R:3:nbo_charge:R:1
C -2.95 -1.24 0.24 0.39
C 1.44 -0.83 -0.42 -0.42
N -3.57 -2.19 0.17 -0.33
N -1.64 2.15 -0.09 -1.04
N 0.47 0.31 -0.41 -0.91
N -2.29 -0.12 0.44 -0.86
S -1.62 0.83 -0.76 1.43
H 0.83 -1.83 -0.57 0.19
H 1.79 -0.87 0.65 0.19
H -1.06 2.71 -0.75 0.38
H 1.01 1.09 -0.69 0.33
H 2.25 -0.82 -1.01 0.18
H -2.62 0.28 1.38 0.46
```

A single C5H7N3O molecule at a distorted geometry, computed with ωB97M-V with the def2-TZVPD basis set.

Summary:
- Structure (SMILES): O[C@H]1[C@@H]2C=NNC=N[C@@H]12
- Charge: 0
- Relative energy (zero: lowest compared OMol25 entry of this formula, charge and spin): 4.233 eV
- Frontier orbital gap: 9.55 eV
- LUMO: 0.86 eV

Geometry as XYZ:
```
16
Properties=species:S:1:pos:R:3:nbo_charge:R:1
O -1.11 -1.84 -1.84 -0.69
C -1.19 -1.38 -0.53 0.13
C 0.23 -1.03 0.11 -0.37
C 0.72 -0.75 1.45 0.04
N 1.10 0.48 1.62 -0.24
N 1.13 1.46 0.70 -0.46
C 0.44 1.83 -0.51 0.27
N -0.46 1.16 -1.04 -0.48
C -0.85 0.04 -0.20 -0.10
H -0.87 -0.98 -2.39 0.48
H -2.01 -1.81 0.03 0.20
H 0.94 -0.96 -0.66 0.23
H 0.72 -1.38 2.37 0.21
H 1.66 2.21 1.04 0.38
H 0.88 2.70 -0.95 0.19
H -1.33 0.25 0.79 0.21
```

A single C5H4ClF3O molecule at a distorted geometry, computed with ωB97M-V with the def2-TZVPD basis set.

Summary:
- Charge: 0
- Spin multiplicity: 3
- Frontier orbital gap (spin up / spin down): 8.97 / 7.74 eV
- LUMO (spin up / spin down): 0.80 / -2.53 eV
- ⟨S²⟩: 2.02

Geometry as XYZ:
```
14
Properties=species:S:1:pos:R:3:nbo_charge:R:1
C 1.27 -1.51 0.19 0.29
C 0.73 1.01 -0.16 -0.53
C 0.80 -0.45 -0.66 -0.11
C -0.83 1.06 0.02 0.62
C -1.35 -0.41 0.31 0.27
O 1.42 -2.63 -0.18 -0.47
F -1.36 1.48 -1.18 -0.34
F -1.31 2.02 0.84 -0.32
F -1.26 -0.83 1.61 -0.32
Cl -2.68 -1.11 -0.51 0.08
H 1.34 -1.21 1.25 0.12
H 1.16 1.29 0.93 0.24
H 1.17 1.82 -0.68 0.26
H 0.89 -0.52 -1.78 0.23
```

C27H19F3N6O5RuS2 as an isolated structure at a distorted geometry, computed with ωB97M-V with the def2-TZVPD basis set.

Summary:
- Charge: -1
- Relative energy (zero: lowest compared OMol25 entry of this formula, charge and spin): 3.980 eV
- Spin multiplicity: 2
- Frontier orbital gap (spin up / spin down): 4.62 / 6.49 eV
- LUMO (spin up / spin down): 2.09 / 2.11 eV
- ⟨S²⟩: 0.94

Geometry as XYZ:
```
63
Properties=species:S:1:pos:R:3:nbo_charge:R:1
Ru 0.43 -0.54 -0.76 0.84
O 1.85 -1.70 -1.46 -0.68
C 3.13 -1.42 -1.37 0.35
C 4.00 -2.01 -2.31 -0.24
C 5.37 -1.83 -2.24 -0.23
C 5.92 -1.05 -1.23 -0.29
C 5.09 -0.46 -0.30 -0.17
C 3.69 -0.60 -0.35 -0.20
C 2.92 0.05 0.67 0.00
N 1.59 0.11 0.72 -0.25
N 1.11 0.70 1.80 -0.34
C -0.17 0.83 2.02 0.34
O -1.11 0.36 0.98 -0.53
C -0.74 1.43 3.18 -0.04
C 0.04 1.57 4.34 -0.23
C -0.48 2.14 5.48 -0.21
C -1.80 2.59 5.52 -0.27
C -2.58 2.48 4.38 -0.20
C -2.07 1.92 3.22 -0.25
H 3.55 -2.61 -3.09 0.21
H 6.00 -2.29 -2.98 0.20
H 7.00 -0.91 -1.16 0.20
H 5.51 0.15 0.49 0.19
H 3.44 0.57 1.47 0.19
H 1.07 1.22 4.32 0.22
H 0.15 2.23 6.36 0.20
H -2.21 3.03 6.42 0.20
H -3.60 2.84 4.38 0.20
H -2.69 1.86 2.34 0.21
F -2.71 0.49 -4.25 -0.34
C -2.56 -0.38 -3.24 0.69
F -3.61 -1.21 -3.27 -0.32
F -2.63 0.32 -2.10 -0.32
S -0.97 -1.30 -3.40 2.39
O -1.13 -2.01 -4.63 -0.95
O 0.04 -0.26 -3.42 -1.03
O -0.93 -2.05 -2.15 -1.00
N -3.30 -5.75 0.79 -0.31
C -2.52 -4.96 1.10 0.29
C -1.52 -4.01 1.49 -0.21
C -1.13 -3.92 2.83 -0.11
C -0.14 -3.02 3.16 -0.25
C 0.41 -2.24 2.16 0.07
N 0.01 -2.30 0.88 -0.43
C -0.93 -3.17 0.55 0.12
H -1.60 -4.55 3.58 0.23
H 0.20 -2.90 4.18 0.23
H 1.21 -1.53 2.37 0.23
H -1.23 -3.20 -0.49 0.26
N -3.07 -0.93 1.65 -0.44
C -2.13 -0.33 1.36 0.58
S 0.41 2.05 -1.01 -0.17
C -0.50 2.70 -2.27 0.10
N -0.24 2.36 -3.57 -0.51
C -0.89 2.85 -4.64 0.09
C -1.86 3.79 -4.49 -0.31
C -2.19 4.18 -3.18 -0.13
C -1.54 3.65 -2.10 -0.26
H 0.37 1.55 -3.68 0.48
H -0.59 2.43 -5.59 0.22
H -2.38 4.18 -5.35 0.22
H -2.98 4.90 -3.02 0.22
H -1.79 3.93 -1.09 0.24
```

Question: What is the charge in the fourth record?
Answer: 0